Record 1
The following is a DFT calculation (ωB97M-V/def2-TZVPD) of an isolated ion of composition C24H31N2O4S and charge +1.

Structure (XYZ):
```
62
C24H31N2O4S ωB97M-V/def2-TZVPD
C 4.81043 0.98035 -2.49012
C 4.27012 1.50081 -1.16712
O 3.22823 0.65519 -0.66312
C 1.98610 0.90866 -1.07543
O 1.70142 1.82484 -1.81102
C 1.03326 -0.06889 -0.52817
C 1.38053 -1.31729 -0.05432
C 2.71301 -1.98704 0.02579
N 2.59215 -3.38431 0.39055
C 3.68853 -4.17830 -0.12641
C 2.44866 -3.55881 1.82199
O 0.30787 -2.00546 0.35695
C -0.77107 -1.21802 0.18211
C -2.06992 -1.54814 0.51926
C -3.04146 -0.58090 0.33340
C -4.46636 -0.81686 0.75844
N -5.41596 -0.43897 -0.32331
C -5.27107 -1.31651 -1.49304
C -6.80560 -0.39503 0.14755
C -2.69124 0.66663 -0.21143
O -3.70778 1.59029 -0.33784
C -1.39551 0.98066 -0.61972
C -1.13867 2.32773 -1.20005
S -1.27319 3.60727 0.13403
C 0.25911 3.20538 0.95464
C 1.40153 3.90920 0.61587
C 2.60709 3.55830 1.19706
C 2.66477 2.50664 2.09680
C 1.51327 1.81608 2.43607
C 0.29984 2.16967 1.87229
C -0.39831 0.02222 -0.38325
H 4.02793 0.99326 -3.24498
H 5.62610 1.61569 -2.82155
H 5.17871 -0.03636 -2.37695
H 5.03964 1.48940 -0.39338
H 3.87451 2.51343 -1.28842
H 3.18502 -1.90574 -0.95751
H 3.34839 -1.41606 0.72749
H 3.71889 -4.09339 -1.21149
H 3.51347 -5.22114 0.13020
H 4.66448 -3.87795 0.28247
H 1.59357 -2.98772 2.17651
H 2.26989 -4.61134 2.03168
H 3.34443 -3.23760 2.37592
H -2.29851 -2.51207 0.94171
H -4.69380 -0.19409 1.62877
H -4.61916 -1.86417 1.02389
H -5.10890 0.51999 -0.58483
H -4.22935 -1.34273 -1.80751
H -5.88143 -0.95131 -2.31623
H -5.58883 -2.32645 -1.23715
H -7.46566 -0.08822 -0.66147
H -6.90456 0.31511 0.96601
H -7.11106 -1.38107 0.49553
H -3.31907 2.48074 -0.32991
H -0.14473 2.40129 -1.63230
H -1.88346 2.60098 -1.94859
H 1.34366 4.71670 -0.09790
H 3.50190 4.10689 0.94457
H 3.60849 2.22986 2.54169
H 1.55599 1.00298 3.14530
H -0.60631 1.64569 2.13995
```

Values from the calculation:
Energy relative to the best compared isomer or geometry (same formula, charge and spin) in kJ/mol: 17.8
HOMO energy in eV: -10.8
Structure (SMILES): CCOC(=O)c1c(CN(C)C)oc2cc(C[NH+](C)C)c(O)c(CSc3ccccc3)c12
Net charge: +1
LUMO level in hartree: -0.085

***

Record 2
The following is a DFT calculation (ωB97M-V/def2-TZVPD) of C23H16BrN5O3PdS2 as an isolated structure.

Structure (XYZ):
```
51
C23H16BrN5O3PdS2 ωB97M-V/def2-TZVPD
Pd 0.17290 0.57186 0.31385
N 4.39003 0.30591 1.14199
C 4.90818 -0.20679 -0.07072
C 5.88697 -1.18748 -0.07638
C 6.37900 -1.66335 -1.28517
C 5.85867 -1.19587 -2.48217
C 4.84713 -0.24388 -2.47188
C 4.39882 0.28038 -1.26967
S 3.17935 1.54362 -1.20862
N 2.37077 1.11020 0.21821
C 3.02822 0.60935 1.18852
C 2.29467 0.35371 2.45714
C 2.93606 0.22524 3.68308
C 2.16776 0.02068 4.81722
C 0.79021 -0.03946 4.68932
C 0.21716 0.11025 3.43287
N 0.96090 0.29679 2.34163
H 4.70996 -0.21393 1.94386
H 6.26680 -1.57372 0.86306
H 7.15465 -2.41816 -1.28640
H 6.22191 -1.58618 -3.42360
H 4.39702 0.09886 -3.39467
H 4.01074 0.32053 3.76856
H 2.64176 -0.07707 5.78554
H 0.15134 -0.19175 5.54848
H -0.86259 0.10125 3.27206
O -0.39989 1.61090 -1.60534
N -1.17504 0.85942 -2.35358
C -2.28006 1.44024 -2.87038
C -3.16138 0.76221 -3.66711
C -2.90286 -0.58612 -3.93149
C -1.78651 -1.17049 -3.39212
C -0.87260 -0.46506 -2.57476
S 0.50306 -1.17643 -1.87768
H -2.39144 2.47314 -2.57822
H -4.04196 1.26461 -4.03956
H -3.58391 -1.16739 -4.54012
H -1.56113 -2.21344 -3.56240
Br -8.18034 0.97983 1.98672
C -6.63144 0.51166 0.98387
C -6.77169 0.16038 -0.34777
N -5.73250 -0.18167 -1.10340
C -4.52439 -0.17149 -0.53900
C -4.29526 0.17303 0.78927
C -5.38302 0.51937 1.57386
C -2.88304 0.18073 1.37662
O -2.79399 0.40277 2.59767
O -1.97322 -0.04587 0.54521
H -7.75058 0.15381 -0.81417
H -3.68319 -0.44751 -1.16282
H -5.22201 0.78240 2.61056
```

Values from the calculation:
⟨S²⟩: 0.76
Energy relative to the best compared isomer or geometry (same formula, charge and spin) in kJ/mol: 5.1
HOMO energy (alpha / beta) in eV: -3.6 / -3.5
2S+1: 2
Net charge: -1
LUMO level (alpha / beta) in hartree: 0.083 / 0.083

***

Record 3
The following is a DFT calculation (ωB97M-V/def2-TZVPD) of a 7-piece molecular cluster, C21H26F6N2O19P overall.

Structure (XYZ):
```
75
C21H26F6N2O19P ωB97M-V/def2-TZVPD
N -0.47347 0.30974 2.90866
C 0.27957 1.18861 2.32287
C 1.49941 0.66643 1.53227
C 1.82830 1.42130 0.18203
P 0.57026 2.69089 -0.25107
N -0.64954 1.97754 -1.31631
O 1.41659 3.77671 -1.30629
H -1.24212 0.78953 3.39507
H 0.02722 2.26639 2.44383
H 1.33344 -0.40745 1.25747
H 2.39371 0.64928 2.21825
H 1.76205 0.65803 -0.65390
H -1.59461 2.19226 -1.02690
H -0.50523 0.98330 -1.46643
H 0.87039 3.96623 -2.08470
C -0.80649 -3.26111 1.49271
C -0.46553 -2.97129 0.06249
O 0.83129 -3.53650 -0.07292
C 0.88530 -4.56719 0.81358
O 1.71394 -5.42340 0.79361
O -0.11906 -4.49947 1.72123
F -0.38917 -1.63778 -0.16050
H -0.42041 -2.49783 2.17429
H -1.87758 -3.36873 1.65425
H -1.13690 -3.42575 -0.66372
C 1.11546 8.01363 -2.92016
C -0.12236 8.21511 -2.09638
O -0.95652 7.15424 -2.51827
C -0.11919 6.14923 -2.90044
O -0.45318 5.02342 -3.05552
O 1.14993 6.59888 -3.07087
F -0.72949 9.39648 -2.39438
H 1.04166 8.48350 -3.90427
H 2.01390 8.37671 -2.42287
H 0.03806 8.14745 -1.01785
C -0.59908 -6.75941 -2.88823
C -1.46474 -5.85518 -3.71634
O -2.49596 -5.49636 -2.81023
C -1.93938 -5.54511 -1.57143
O -2.41809 -5.05144 -0.60112
O -0.76196 -6.21548 -1.57944
F -2.01376 -6.52106 -4.76471
H -0.94805 -7.79480 -2.89725
H 0.44510 -6.73700 -3.19569
H -0.96315 -4.95301 -4.07677
C -3.73219 2.81612 6.96385
C -2.25174 2.64921 6.77989
O -2.16750 1.86812 5.60441
C -3.27170 2.17266 4.86816
O -3.40179 1.91482 3.72024
O -4.20506 2.81968 5.61944
F -1.70213 1.95508 7.80895
H -4.18103 1.98022 7.50575
H -3.98948 3.74443 7.47249
H -1.70622 3.58531 6.63686
C -0.77729 -0.11821 -4.31319
C -1.86647 -0.28278 -5.32925
O -1.51684 -1.50018 -5.97051
C -0.85156 -2.23673 -5.03820
O -0.64481 -3.40575 -5.13135
O -0.46306 -1.47616 -3.98873
F -1.84589 0.71707 -6.24696
H 0.10794 0.37160 -4.72403
H -1.10373 0.43178 -3.43192
H -2.87006 -0.36866 -4.90533
C 4.06716 -2.76369 2.56229
C 4.71166 -1.91921 1.51328
O 5.20036 -0.81536 2.25624
C 5.46675 -1.29300 3.50196
O 6.13175 -0.72942 4.30923
O 4.87569 -2.50155 3.70922
F 3.77952 -1.50736 0.63376
H 3.03639 -2.45819 2.75794
H 4.08120 -3.82256 2.30594
H 5.53957 -2.39684 0.98192
```

Values from the calculation:
HOMO energy in eV: -2.3
Net charge: -1
LUMO level in hartree: 0.079

***

Record 4
The following is a DFT calculation (ωB97M-V/def2-TZVPD) of a 5-piece molecular cluster, C35H42Br2ClF33N2O10P overall.

Structure (XYZ):
```
126
C35H42Br2ClF33N2O10P ωB97M-V/def2-TZVPD
C 7.30124 -2.85637 -2.07386
C 6.18490 -1.87790 -2.40210
F 6.68308 -0.83543 -3.17137
C 5.40409 -1.34568 -1.18888
C 5.32356 0.19499 -0.96992
C 6.55923 0.62262 -0.16283
C 7.92384 0.25931 -0.72466
O 8.59193 -0.63576 -0.22138
Br 8.68111 1.22229 -2.21077
C 4.88375 1.09894 -2.13922
C 5.02054 2.62986 -1.89065
C 6.02474 3.38604 -2.78276
C 5.32923 4.34973 -3.72455
Br 7.10149 4.51010 -1.59999
N 3.40611 0.88193 -2.30223
C 2.89076 -0.28214 -3.06837
C 3.16399 -0.21652 -4.58042
C 4.17993 -1.20340 -5.11085
Cl 3.54919 1.43405 -5.11354
C 2.93484 0.96999 -0.85542
O 1.69654 0.35886 -0.64421
N 0.63261 1.39852 -0.39367
O -0.09666 1.50971 -1.27526
C 4.03697 0.33121 -0.03686
P 4.16072 1.23387 1.53972
O 4.65973 2.59881 1.40112
O 4.94186 0.33875 2.55413
O 2.68090 1.21414 2.08728
H 8.16142 -2.58072 -2.66452
H 7.54344 -2.88427 -1.02459
H 7.01785 -3.84345 -2.40225
H 5.49189 -2.41870 -3.02875
H 4.43035 -1.80479 -1.21170
H 5.88050 -1.74307 -0.30429
H 6.55365 1.66995 0.11484
H 6.53747 0.05895 0.75194
H 5.34697 0.93282 -3.09702
H 5.29094 2.82867 -0.86682
H 4.06672 3.11467 -2.06426
H 6.66367 2.70951 -3.32179
H 4.90791 3.84057 -4.57958
H 4.59763 4.92389 -3.17292
H 6.05748 5.06035 -4.07960
H 2.93577 1.67413 -2.73968
H 3.24716 -1.21576 -2.67182
H 1.83345 -0.29362 -2.92773
H 2.23221 -0.46810 -5.05724
H 4.11515 -2.13480 -4.56769
H 3.90150 -1.42977 -6.12881
H 5.17888 -0.79662 -5.14113
H 2.79303 2.02643 -0.64883
H 3.59962 -0.62050 0.24478
H 4.98557 -0.59201 2.30518
H 2.33748 2.11672 2.06364
C -3.18113 -2.12506 -1.45147
C -2.99975 -1.55172 -2.86999
C -3.38717 -0.09346 -3.12340
F -4.69480 0.10866 -2.93127
F -3.09975 0.21238 -4.41145
F -3.59191 -2.35357 -3.76506
F -1.64687 -1.60294 -3.12205
O -4.29958 -2.93844 -1.18354
C -5.51315 -2.45061 -0.75255
C -6.64168 -2.78177 -1.73473
F -6.38966 -2.23303 -2.93827
F -7.78954 -2.26606 -1.25510
F -5.45715 -1.14017 -0.46361
F -5.79771 -3.09203 0.39949
H -2.34262 -2.81219 -1.33635
H -3.04678 -1.35578 -0.68904
H -2.81923 0.57959 -2.47886
H -6.73888 -3.86370 -1.84478
C -4.49085 -5.14327 2.96487
C -4.30525 -6.30577 1.97353
C -3.97465 -7.69776 2.52137
F -2.79120 -7.70826 3.16309
F -3.89027 -8.55622 1.48150
F -3.39740 -5.95645 1.03234
F -5.50303 -6.44844 1.34100
O -3.40840 -4.23709 3.14586
C -2.41444 -4.40877 4.06759
C -1.03278 -4.51253 3.41396
F -0.96800 -5.56263 2.57698
F -0.10082 -4.67397 4.37807
F -2.66041 -5.42781 4.90287
F -2.38518 -3.27934 4.82019
H -5.26057 -4.52357 2.50948
H -4.90355 -5.47628 3.91615
H -4.76031 -8.04311 3.19830
H -0.82117 -3.59841 2.85408
C -0.83476 4.64634 -2.48270
C -0.43992 6.09275 -2.83306
C -0.95413 7.22929 -1.94176
F -2.29503 7.30089 -1.97086
F -0.45720 8.39100 -2.41144
F -0.74365 6.34052 -4.11941
F 0.92316 6.13208 -2.72316
O -1.89705 4.06028 -3.22886
C -3.21681 4.21663 -2.84031
C -4.01473 4.98113 -3.90213
F -3.47510 6.19510 -4.10289
F -5.27675 5.13291 -3.45613
F -3.31005 4.77912 -1.62635
F -3.82170 2.99950 -2.76510
H 0.04162 4.06114 -2.76169
H -0.95727 4.51289 -1.40647
H -0.61712 7.09536 -0.90955
H -4.01835 4.42623 -4.84270
C -4.67665 -1.01537 7.65215
C -4.99112 -1.02115 6.14350
C -4.00536 -0.32315 5.19852
F -3.92620 0.99548 5.44876
F -4.43423 -0.46853 3.91847
F -6.23771 -0.55428 5.93607
F -4.98895 -2.33503 5.77126
O -5.34895 -0.08567 8.48356
C -4.88279 1.17607 8.74746
C -5.86307 2.25247 8.26788
F -6.05244 2.16487 6.93765
F -5.34162 3.46667 8.54619
F -3.64178 1.38000 8.26818
F -4.81133 1.30190 10.08951
H -5.05061 -1.97680 7.99954
H -3.60311 -1.02592 7.83984
H -3.00882 -0.76517 5.27374
H -6.82263 2.13897 8.77526
```

Values from the calculation:
HOMO energy in eV: -12.6
Net charge: +1
LUMO level in hartree: -0.178

***

Results for F_max: 0.0231; 0.0031; 0.0445; 0.0617 (in Eh/bohr, following the order of the records).